Computed, not measured: 2 unconnected molecules or ions with the total composition C9H14 at a distorted geometry, with wB97M-V/def2-TZVPD.

Element x y z (Å)
C: -2.425 -1.435 1.799
C: -1.822 -2.116 0.558
H: -1.917 -0.489 2.007
H: -3.467 -1.133 1.700
H: -2.336 -2.072 2.677
H: -2.547 -2.880 0.289
H: -0.832 -2.478 0.812
H: -1.653 -1.418 -0.261
C: 1.689 -0.942 -1.618
C: 0.108 2.432 -0.974
C: 0.519 1.256 -1.608
C: 0.621 2.684 0.295
C: 1.387 0.386 -0.964
C: 1.445 1.778 0.966
C: 1.864 0.637 0.341
H: -0.484 3.219 -1.417
H: 0.093 0.930 -2.547
H: 0.475 3.675 0.707
H: 1.821 2.108 1.928
H: 2.710 -1.176 -1.911
H: 1.081 -0.972 -2.526
H: 2.368 -0.214 0.776
H: 1.301 -1.780 -1.030

Forces on the atoms, in the same order (eV/Å):
0.420 0.795 -0.083
-0.591 0.698 0.693
0.217 -0.149 0.159
-0.139 -0.332 -0.259
-0.036 -0.028 0.035
0.543 -0.399 -0.467
-0.010 -0.577 -0.019
-0.367 0.023 -0.076
-0.949 -0.221 -0.557
0.982 -0.113 0.625
-0.391 0.110 0.428
0.170 0.300 -0.451
0.299 -0.576 0.373
0.245 1.149 0.255
-1.051 -0.822 -1.339
-0.227 -0.293 -0.341
0.078 0.262 -0.225
-0.282 -0.144 0.309
-0.025 -0.393 0.130
0.173 0.351 0.262
0.230 -0.149 -0.167
0.492 0.408 0.488
0.217 0.101 0.227

Calculated values
- Kohn-Sham gap: 0.3685 hartree
- Net charge: 0
- Structure (SMILES): Cc1ccccc1.CC
- Lowest unoccupied orbital energy: 1.008 eV
- Energy relative to the best compared isomer or geometry (same formula, charge and spin): 48.5 kJ/mol



Computed, not measured: a molecular structure, C30H32BF5N2O2SbSiZr, with wB97M-V/def2-TZVPD.

Element x y z (Å)
Zr: -0.296 -0.848 0.254
N: -2.826 -1.786 1.473
C: -4.055 -1.393 0.749
C: -3.964 0.096 0.338
C: -2.530 0.236 -0.011
O: -2.047 -0.381 -1.016
O: -1.704 0.694 0.844
H: -2.859 -2.772 1.706
H: -2.778 -1.294 2.361
H: -4.960 -1.555 1.334
H: -4.112 -2.002 -0.152
H: -4.212 0.761 1.163
H: -4.616 0.292 -0.511
C: 1.848 -4.445 1.089
Si: 0.143 -3.799 1.329
C: -0.725 -3.633 -0.351
C: -0.925 -4.867 2.404
N: 0.216 -2.097 1.988
C: 0.071 -1.827 3.404
C: -0.562 -0.659 3.812
C: -0.621 -0.342 5.170
C: -0.059 -1.186 6.105
C: 0.590 -2.350 5.691
C: 0.670 -2.665 4.350
H: 1.797 -5.419 0.594
H: 2.384 -4.569 2.031
H: 2.432 -3.775 0.454
H: -1.439 -4.456 -0.447
H: -0.017 -3.685 -1.176
H: -1.379 -2.766 -0.542
H: -0.643 -5.910 2.231
H: -1.976 -4.776 2.122
H: -0.842 -4.681 3.474
H: -1.017 0.008 3.090
H: -1.113 0.571 5.481
H: -0.109 -0.944 7.158
H: 1.050 -3.003 6.420
H: 1.217 -3.544 4.033
F: 0.930 -0.642 -7.156
C: 0.863 -0.147 -5.910
C: 2.009 0.357 -5.332
C: 1.930 0.866 -4.043
C: 0.722 0.872 -3.350
C: -0.410 0.334 -3.964
C: -0.352 -0.174 -5.252
Sb: 0.604 1.562 -1.371
C: 2.485 2.429 -1.108
C: 2.914 3.458 -1.951
C: 4.163 4.035 -1.791
C: 4.975 3.563 -0.775
F: 6.184 4.116 -0.612
C: 4.591 2.548 0.077
C: 3.335 1.985 -0.100
C: -0.641 3.244 -1.476
C: -1.899 3.152 -2.072
C: -2.755 4.243 -2.108
C: -2.332 5.425 -1.530
F: -3.152 6.485 -1.563
C: -1.101 5.554 -0.921
C: -0.258 4.451 -0.895
H: 2.938 0.346 -5.885
H: 2.832 1.256 -3.587
H: -1.355 0.278 -3.437
H: -1.219 -0.592 -5.744
H: 2.274 3.825 -2.747
H: 4.515 4.833 -2.431
H: 5.266 2.215 0.854
H: 3.026 1.188 0.566
H: -2.229 2.231 -2.537
H: -3.728 4.194 -2.579
H: -0.816 6.500 -0.482
H: 0.709 4.553 -0.417
F: 1.018 -1.525 -0.995
B: 1.386 -0.971 1.827
F: 2.544 -1.276 2.352

Forces on the atoms, in the same order (eV/Å):
0.031 0.008 -0.492
0.079 0.068 -0.040
0.012 0.027 0.005
-0.094 -0.074 -0.004
0.240 0.110 -0.008
-0.235 0.193 -0.123
-0.298 0.268 0.169
-0.024 -0.020 -0.042
0.007 -0.027 0.033
-0.003 -0.013 0.017
-0.002 -0.010 -0.013
0.004 0.011 0.000
-0.002 -0.010 0.001
0.164 -0.076 -0.054
-0.123 0.398 0.127
-0.019 0.116 -0.061
-0.114 -0.080 0.117
0.626 -0.077 0.015
-0.091 -0.200 -0.167
-0.030 0.040 0.183
-0.015 0.015 -0.106
0.042 -0.067 0.044
-0.023 0.045 0.014
-0.016 0.074 0.052
0.061 0.010 0.018
-0.011 -0.020 -0.006
-0.010 -0.008 -0.008
0.102 -0.096 0.073
-0.028 -0.045 -0.026
-0.028 -0.150 -0.038
-0.029 0.018 -0.013
-0.009 -0.021 0.052
0.016 0.012 -0.033
0.002 0.000 -0.039
0.005 -0.009 0.005
-0.002 0.003 -0.013
-0.007 0.009 0.002
-0.007 0.013 -0.027
-0.002 0.011 0.019
-0.007 -0.041 -0.085
-0.026 0.009 0.052
0.057 0.029 -0.027
-0.037 -0.055 -0.343
-0.035 -0.051 0.006
0.058 0.025 0.032
0.181 -0.506 0.551
0.295 0.294 -0.081
-0.024 0.040 -0.027
0.011 -0.055 0.069
0.066 0.054 -0.024
-0.009 -0.002 -0.007
-0.051 0.013 -0.041
0.011 -0.084 0.089
-0.247 0.300 -0.058
-0.021 -0.002 -0.046
0.054 -0.010 0.031
-0.059 0.053 -0.012
0.005 -0.009 0.006
0.020 -0.052 0.004
0.008 0.025 0.028
0.001 0.005 0.009
-0.026 0.009 0.019
-0.002 0.036 0.031
-0.006 0.006 0.009
-0.026 -0.028 0.023
-0.020 -0.006 -0.006
-0.017 -0.006 -0.002
-0.044 -0.017 -0.010
0.040 -0.028 -0.004
0.006 -0.005 -0.002
0.002 -0.009 -0.003
0.010 -0.032 -0.018
-0.208 -0.134 0.181
-0.213 -0.516 -0.024
0.087 0.304 0.042

Calculated values
- Kohn-Sham gap: 0.3027 hartree
- Net charge: +1
- Lowest unoccupied orbital energy: -2.910 eV
- Energy relative to the best compared isomer or geometry (same formula, charge and spin): 75.7 kJ/mol



Number 1: HOMO level -0.3314 hartree. Number 2: HOMO level -0.4096 hartree.